A 3-piece molecular cluster, C14H17F16IO5PS overall at a distorted geometry. Source: the Open Molecules 2025 dataset; level of theory: the ωB97M-V functional and the def2-TZVPD basis.

Element x y z (Å)
O (5.53331, -4.71286, 0.12862)
C (4.59661, -5.36682, 0.44001)
I (4.61077, -7.44726, -0.17529)
C (3.44809, -4.85027, 1.26247)
C (2.05216, -5.24620, 0.79654)
C (1.36925, -4.33212, -0.22609)
O (0.16626, -5.00594, -0.47120)
P (-0.40182, -5.88356, 0.96563)
S (-2.22529, -6.60533, -0.14421)
O (1.10627, -5.43240, 1.79499)
H (3.56844, -3.76313, 1.24228)
H (3.60189, -5.16640, 2.30029)
H (2.17841, -6.17841, 0.21467)
H (1.99560, -4.32716, -1.12729)
H (1.24880, -3.36322, 0.27902)
H (0.24393, -7.09459, 0.55380)
H (-0.86878, -6.47682, 2.18993)
H (-1.10725, -4.68766, 1.31848)
H (-1.81101, -7.81465, -0.52974)
C (-1.11154, -0.06565, 2.71154)
C (-0.15271, -0.98607, 1.93901)
C (1.23092, -1.23954, 2.54061)
F (1.93380, -0.08949, 2.65687)
F (1.92604, -2.06580, 1.72933)
F (-0.02857, -0.54159, 0.66658)
F (-0.76051, -2.19397, 1.89329)
O (-1.21810, 1.29276, 2.30724)
C (-0.38285, 2.27048, 2.76639)
C (0.45679, 2.87953, 1.63947)
F (1.19940, 1.93881, 1.02790)
F (1.30273, 3.80298, 2.16435)
F (0.37990, 1.85113, 3.79289)
F (-1.16701, 3.27026, 3.24271)
H (-2.09847, -0.47289, 2.50049)
H (-0.97092, -0.15280, 3.78922)
H (1.15197, -1.71225, 3.52261)
H (-0.19715, 3.35197, 0.90620)
C (-1.12125, 4.73174, -4.16187)
C (-2.06494, 5.93193, -4.33872)
C (-1.72731, 7.22692, -3.59439)
F (-1.72667, 7.04720, -2.26106)
F (-2.66882, 8.15391, -3.88865)
F (-3.33280, 5.56122, -4.06533)
F (-2.01552, 6.25701, -5.66471)
O (-1.48261, 3.72484, -3.23572)
C (-1.16939, 3.80778, -1.90640)
C (-2.41919, 3.87939, -1.02212)
F (-3.18899, 4.93322, -1.34684)
F (-2.02632, 4.02428, 0.26993)
F (-0.32157, 4.82301, -1.64849)
F (-0.53398, 2.66681, -1.57025)
H (-1.15158, 4.21963, -5.12226)
H (-0.08849, 5.05349, -4.02281)
H (-0.75241, 7.60864, -3.90932)
H (-3.00756, 2.96595, -1.12062)

The value obtained for the HOMO energy is -4.3 eV. The net charge is -1. Its lowest unoccupied orbital energy is 0.06551 Ha.

Atomic partial charges in e from the natural (NBO) method, atoms 1 to 5: atom 1 (O): -0.52, atom 2 (C): 0.53, atom 3 (I): -0.04, atom 4 (C): -0.56, atom 5 (C): 0.07